[1]
115
Properties=species:S:1:pos:R:3:forces:R:3:lowdin_charge:R:1 method="wB97M-V/def2-TZVPD" charge=+1 e_above_lowest_kcal_mol=0.0 fmax_ev_per_a=1.8
N 4.989 -2.678 1.170 -1.5 0.4 0.9 0.011
H -1.359 7.788 6.321 -0.2 -0.1 -0.1 0.103
C 3.004 0.826 7.208 0.0 0.1 0.0 -0.096
H 0.058 -0.569 4.335 0.0 0.0 -0.1 0.139
C 7.775 0.369 0.313 -0.1 -0.2 0.0 -0.070
H -7.122 1.292 -2.135 0.1 -0.3 0.2 0.108
C -2.681 -1.868 0.940 0.4 0.1 0.0 0.023
N -5.079 -2.267 1.241 0.3 0.3 0.5 -0.038
H 0.570 4.512 5.496 -0.2 0.4 0.3 0.118
H 4.687 -3.434 -1.358 0.1 -0.3 0.1 0.117
H 4.954 1.032 6.284 -0.3 0.2 0.1 0.099
H -1.816 5.370 4.792 0.1 0.1 0.0 0.103
C -2.396 -1.589 3.707 0.4 0.0 -0.1 0.009
H 2.682 3.377 10.348 -0.2 0.1 0.2 0.099
C 1.108 4.889 12.981 0.0 -0.1 -0.4 -0.082
C 1.283 -1.596 2.890 -0.4 0.2 0.2 -0.205
H -5.569 -0.482 -2.975 -0.1 0.1 0.3 0.107
H 2.920 4.718 7.255 0.1 -0.3 0.0 0.100
H 6.538 0.781 -1.421 0.1 -0.1 0.3 0.111
C 1.898 3.892 10.911 -0.2 0.2 0.3 -0.083
C 6.678 0.168 -0.530 -0.1 -0.1 0.2 -0.063
Si 0.386 3.769 8.490 -0.3 0.3 -0.3 0.731
C -2.586 1.512 6.703 0.2 0.1 0.4 -0.095
H 0.523 -3.368 1.855 0.3 0.1 0.2 0.125
C -7.164 -5.157 2.306 0.2 0.1 -0.1 -0.070
H 8.775 -0.261 2.134 -0.2 0.0 -0.3 0.111
H -0.943 2.780 6.100 -0.2 -0.3 0.4 0.087
C 3.686 -1.223 2.606 -0.5 0.8 0.5 0.022
H 1.093 5.822 7.454 -0.3 0.3 -0.1 0.103
H -4.499 -2.091 3.808 0.4 0.2 -0.2 0.126
C 7.937 -0.424 1.455 -0.2 -0.1 -0.1 -0.062
H -4.617 -2.160 -1.385 -0.3 0.2 -0.1 0.102
H -0.439 6.488 4.688 -0.2 0.0 0.0 0.107
C -1.486 2.343 6.943 -0.4 -0.4 -0.3 -0.098
C 2.482 -0.869 3.185 0.4 -0.2 -0.2 0.019
C 2.104 4.221 12.256 -0.1 0.1 0.0 -0.081
H -7.910 -5.386 3.067 0.2 0.0 -0.2 0.108
C 5.737 -0.820 -0.232 0.1 -0.2 0.2 -0.010
H -2.281 -1.417 4.780 -0.1 -0.1 -0.3 0.121
H 4.867 3.532 6.279 -0.1 -0.2 0.1 0.103
C 6.137 -6.215 0.942 -0.2 0.1 -0.1 -0.064
C 0.116 5.292 7.396 0.9 0.4 0.9 -0.380
C -6.585 -3.886 2.282 0.1 -0.2 -0.3 -0.012
C 4.084 1.554 6.692 -0.3 0.1 0.0 -0.099
C -6.730 0.534 -1.453 0.0 -0.1 0.2 -0.078
C -7.091 0.555 -0.100 0.2 -0.1 0.0 -0.070
C 4.043 2.952 6.697 -0.1 0.1 0.1 -0.083
H -6.778 -0.376 1.848 0.0 0.1 -0.3 0.117
C -1.096 2.663 8.251 -0.2 -0.1 0.4 -0.243
C 2.645 -3.187 1.607 -1.0 -0.2 0.2 0.027
C 1.900 1.494 7.752 0.5 0.0 -0.3 -0.086
C 5.086 -4.230 -0.725 -0.1 -0.1 0.2 -0.012
H -1.244 5.174 10.520 0.3 -0.1 0.2 0.096
H -1.534 2.378 10.354 -0.1 -0.1 -0.3 0.101
H 4.854 -0.984 -0.855 0.3 0.1 0.1 0.120
H -2.856 1.267 5.674 -0.1 0.1 0.3 0.090
C -1.832 2.148 9.329 -0.3 -0.2 -0.4 -0.079
H 5.998 -4.715 2.517 0.0 -0.2 -0.3 0.121
C 1.410 -2.773 2.081 0.6 -0.1 -0.3 0.007
C -1.037 5.872 5.377 0.3 0.1 -0.3 -0.202
H 3.021 -0.265 7.191 0.1 0.3 0.0 0.099
H -2.819 -1.921 -0.140 0.1 0.0 0.3 0.113
H -6.856 -3.109 3.000 -0.1 -0.3 -0.2 0.114
H -3.537 0.968 9.932 0.2 0.1 -0.2 0.103
H -2.729 6.686 6.510 0.2 0.0 0.0 0.106
C -6.779 -6.120 1.367 0.0 0.2 0.0 -0.079
C -0.089 5.240 12.347 0.0 -0.1 -0.2 -0.080
C 5.876 -6.499 -0.404 0.0 0.2 0.1 -0.071
C -3.793 -2.025 1.776 -0.1 -0.1 0.0 -0.166
C 7.016 -1.434 1.741 -0.2 0.1 -0.2 -0.014
C 3.788 -2.382 1.801 1.2 -0.1 -0.9 -0.151
H 1.060 0.923 8.157 0.3 0.2 -0.1 0.106
C 0.040 -1.174 3.427 0.8 -0.5 -0.5 0.106
H 5.172 -5.703 -2.292 0.1 0.0 0.3 0.111
C 5.370 -5.499 -1.239 -0.1 0.1 0.1 -0.064
H -4.433 -4.287 -0.323 -0.3 -0.2 0.1 0.111
C 0.688 4.222 10.275 0.1 0.0 0.2 -0.238
H 6.065 -7.499 -0.800 0.0 0.4 0.1 0.112
C 5.920 -1.630 0.894 0.8 0.6 0.0 -0.244
H 2.734 -4.115 1.042 -0.1 0.3 0.1 0.125
H -7.238 -7.111 1.379 0.1 0.3 0.0 0.108
C -5.212 -4.551 0.396 -0.2 0.0 0.2 -0.013
C 5.828 -4.958 1.466 -0.2 0.2 -0.2 -0.006
C -0.302 4.903 11.004 0.3 0.0 0.4 -0.100
C -3.624 -1.933 3.172 0.0 0.0 0.1 0.027
H -1.760 5.767 8.436 0.1 0.0 -0.2 0.091
H -4.202 0.385 7.597 0.3 0.2 0.1 0.099
H 3.047 3.962 12.742 -0.3 0.1 -0.1 0.104
H 8.506 1.145 0.080 -0.2 -0.2 0.1 0.111
H 4.582 -0.617 2.765 -0.4 -0.2 0.0 0.124
C -2.953 1.343 9.090 0.0 0.0 -0.1 -0.084
C -1.236 -1.495 2.879 -0.8 -0.2 -0.3 -0.207
C -3.330 1.018 7.782 0.2 0.1 0.0 -0.095
H -0.865 5.780 12.891 0.2 -0.2 -0.1 0.105
H 7.113 -2.072 2.623 0.1 0.2 -0.3 0.123
C -5.319 -1.396 -1.044 -0.2 0.3 -0.1 -0.027
C -1.637 6.745 6.489 0.2 0.3 0.1 -0.155
H 6.560 -6.975 1.599 -0.1 0.2 -0.2 0.111
C 2.942 3.625 7.245 0.2 -0.6 -0.1 -0.088
H -0.559 -1.616 0.809 -0.2 0.1 0.2 0.122
H -5.492 -6.555 -0.326 -0.1 0.1 0.2 0.107
N -0.198 4.886 6.051 -0.3 -0.4 -0.7 -0.095
C -5.806 -5.815 0.410 0.1 0.2 0.1 -0.071
H -7.777 1.310 0.283 0.2 -0.2 -0.2 0.108
C -5.652 -1.348 0.307 0.0 0.4 -0.2 -0.220
H 2.417 0.002 3.844 0.1 -0.3 -0.2 0.125
C -1.008 6.268 7.815 0.0 -0.5 0.0 -0.163
C -5.623 -3.582 1.315 -0.3 -0.6 0.3 -0.224
C 5.279 -3.971 0.634 0.3 -0.9 -0.4 -0.236
C -5.858 -0.451 -1.924 0.1 -0.1 0.1 -0.069
H 1.266 5.145 14.032 0.0 -0.1 -0.4 0.106
C -1.418 -1.678 1.477 0.0 0.1 0.2 -0.001
C -6.548 -0.379 0.781 0.2 -0.1 -0.2 -0.005
H -0.590 7.081 8.416 -0.2 -0.1 -0.1 0.113
C 1.869 2.894 7.778 0.1 0.0 -0.1 -0.255

***

[2]
19
Properties=species:S:1:pos:R:3:forces:R:3:lowdin_charge:R:1 method="wB97M-V/def2-TZVPD" e_above_lowest_kcal_mol=37.5 fmax_ev_per_a=0.3 smiles="C/C=C/N.NCO"
H -0.382 0.707 -2.124 0.0 0.0 0.0 0.117
N -0.013 -2.328 1.277 0.0 0.0 0.1 0.025
H 2.805 0.882 -0.033 0.1 -0.1 0.0 0.065
C 2.155 0.776 0.838 -0.1 0.3 -0.1 -0.124
H 1.302 1.433 0.665 -0.1 0.0 0.1 0.059
N -1.498 1.635 -0.680 0.1 0.2 0.0 0.023
H 0.695 -2.957 1.630 0.0 0.0 -0.1 0.075
H -0.858 -2.420 1.821 0.0 0.0 0.0 0.071
H -2.450 -0.419 -2.862 0.0 0.0 0.0 0.076
H -2.459 1.690 -0.368 0.0 -0.1 0.1 0.075
H 2.709 1.160 1.695 0.0 0.0 0.0 0.065
H -0.358 -0.275 1.048 0.0 0.1 0.0 0.092
H 2.468 -1.402 1.153 0.1 0.1 0.0 0.096
C -1.323 0.551 -1.592 0.0 -0.1 0.1 -0.367
H -1.249 -0.389 -1.039 0.0 0.0 0.0 0.094
H -1.274 2.513 -1.129 -0.1 0.0 0.0 0.071
C 1.707 -0.629 1.064 0.2 -0.2 -0.1 -0.190
C 0.439 -1.005 1.147 -0.2 0.0 0.0 -0.254
O -2.414 0.476 -2.510 0.0 0.0 -0.1 -0.070

***

[3]
10
Properties=species:S:1:pos:R:3:forces:R:3:lowdin_charge:R:1 method="wB97M-V/def2-TZVPD" e_above_lowest_kcal_mol=25.0 fmax_ev_per_a=4.4 smiles=C[C@H](O)C#N
H 0.486 -2.240 0.266 0.3 3.1 -2.4 0.183
H 0.635 1.008 -1.290 0.0 -0.1 -0.2 0.087
O 0.583 -1.377 -0.368 -0.4 -3.5 2.6 -0.082
C 0.638 0.941 -0.207 1.3 -0.2 -0.5 -0.057
H 0.154 1.814 0.164 -0.1 0.8 0.5 0.075
C -0.094 -0.291 0.250 1.5 -0.3 1.0 -0.481
H 0.067 -0.279 1.377 -0.8 -0.4 -1.2 0.165
H 1.720 0.854 0.117 -1.4 0.3 -0.2 0.113
C -1.515 -0.295 -0.097 -3.8 1.0 0.3 -0.155
N -2.676 -0.135 -0.212 3.4 -0.7 0.1 0.153

***

Q: Which total energy values were calculated for the entries above? A: -74368.829, -9369.567, -6728.489, in eV.
Q: Which Kohn-Sham gap values were calculated for the entries above? A: 4.79, 8.96, 11.89, in eV.
Q: Which highest occupied orbital energy values were calculated for the entries above? A: -9.433, -7.991, -11.483, in eV.